# C22H19BrN3O4S5SbTc

A molecular structure, C22H19BrN3O4S5SbTc (ωB97M-V/def2-TZVPD, OMol25).

The geometry in ORCA input format:
```
! wB97M-V def2-TZVPD RIJCOSX def2/J DEFGRID3
* xyz -2 2
Sb -1.744 -4.042 -0.950
Tc -0.268 -0.973 -0.089
Br 0.565 4.650 4.169
S 0.399 -2.899 -1.266
S -2.946 -4.298 -2.888
S -1.507 -5.930 0.303
S -2.354 -2.034 0.304
S 4.361 0.147 -0.822
O -1.376 -0.872 -2.238
O -3.201 1.127 0.255
O 0.299 -1.543 1.649
O -1.138 0.659 1.000
N -2.403 -1.273 -4.180
N 2.095 -0.923 -0.128
N -3.368 4.281 2.993
C -0.522 1.743 -1.715
C 3.936 -3.724 1.400
C -2.204 1.346 0.937
C 0.336 -0.912 2.859
C -0.074 2.885 -2.381
C 2.194 2.214 -2.029
C -3.328 3.255 2.159
C -3.800 -0.756 -2.293
C -2.222 4.667 3.565
C -1.026 4.027 3.298
C -0.968 2.954 2.439
C 2.839 -2.981 1.024
C 5.235 -3.298 1.141
C 0.354 0.810 -1.207
C -2.177 2.544 1.848
C 4.361 -1.369 0.065
C 5.453 -2.106 0.461
C 1.286 3.110 -2.542
C -2.431 -0.978 -2.854
C 1.740 1.070 -1.350
C 2.598 0.122 -0.772
C 3.032 -1.772 0.341
H 3.260 2.367 -2.136
H 1.217 -0.251 2.927
H -4.220 -1.727 -2.024
H -4.440 -0.292 -3.040
H 1.628 3.992 -3.069
H 6.080 -3.891 1.462
H 1.837 -3.314 1.241
H -0.060 2.417 2.218
H -4.269 2.960 1.713
H -1.515 -1.601 -4.534
H -0.568 -0.309 3.038
H 6.451 -1.756 0.236
H 0.418 -1.673 3.648
H -1.591 1.610 -1.612
H -3.213 -1.738 -4.557
H 3.781 -4.669 1.903
H -3.751 -0.145 -1.394
H -2.279 5.503 4.249
H -0.794 3.591 -2.773
*
```

* <S²>: 0.7587
* Kohn-Sham gap (alpha / beta): 5.57 / 5.61 eV
* calculated total energy: -6201.19136 hartree
* relative energy (zero: lowest compared OMol25 entry of this formula, charge and spin): 28.9 kJ/mol

Partial charges, Löwdin, in e:
1 Sb -0.095
2 Tc 1.091
3 Br 0.668
4 S 0.058
5 S -0.267
6 S -0.349
7 S 0.098
8 S 1.065
9 O -0.210
10 O 0.000
11 O -0.523
12 O -0.220
13 N 0.129
14 N -0.043
15 N 0.054
16 C -0.103
17 C -0.086
18 C -0.633
19 C -0.239
20 C -0.081
21 C -0.069
22 C -0.091
23 C -0.067
24 C -0.215
25 C -0.657
26 C -0.035
27 C -0.028
28 C -0.112
29 C -0.133
30 C -0.077
31 C -0.459
32 C -0.127
33 C -0.123
34 C -0.632
35 C -0.251
36 C -0.497
37 C -0.323
38 H 0.082
39 H 0.072
40 H 0.043
41 H 0.073
42 H 0.087
43 H 0.088
44 H 0.088
45 H 0.116
46 H 0.116
47 H 0.103
48 H 0.063
49 H 0.093
50 H 0.075
51 H 0.092
52 H 0.072
53 H 0.101
54 H 0.033
55 H 0.088
56 H 0.094